1.
Density functional theory data (the ωB97M-V functional and the def2-TZVPD basis) for the molecule C5H8N2OS in a non-equilibrium geometry.

Properties
- multiplicity = 1
- ΔE to the lowest compared entry with this formula, charge and spin (kcal/mol) = 88.30
- total charge = 0
- HOMO energy (hartree) = -0.34034
- LUMO energy (eV) = 0.5

Structure (XYZ):
```
17
C5H8N2OS, DFT the ωB97M-V functional and the def2-TZVPD basis
C -2.1070 -0.0600 0.8806
C -1.4874 -0.9064 -0.1846
C -0.2620 -0.2930 -0.9789
S 1.2387 -1.2117 -0.5182
C 2.0083 0.3139 0.0402
N 3.2797 0.2680 0.4851
N 1.3149 1.3272 -0.0813
C -0.0195 1.2163 -0.5617
O -0.7849 2.0482 -0.7043
H -2.9209 -0.8504 1.4967
H -2.4542 0.6726 0.5843
H -1.4731 0.2192 1.7411
H -2.3130 -1.2616 -1.0609
H -1.4275 -1.8220 0.2987
H -0.2391 -0.3404 -2.1821
H 3.9769 -0.4206 0.1563
H 3.6701 1.1008 0.5889
```

---

2.
Density functional theory data (the ωB97M-V functional and the def2-TZVPD basis) for a structure of composition C14H25FeNO4P2S in a non-equilibrium geometry.

Properties
- multiplicity = 5
- total charge = 0
- HOMO energy (alpha / beta) (hartree) = -0.15514 / -0.30361
- LUMO energy (alpha / beta) (eV) = -0.6 / -1.5

Structure (XYZ):
```
48
C14H25FeNO4P2S, DFT the ωB97M-V functional and the def2-TZVPD basis
Fe 1.3216 0.6684 0.5033
H 0.8224 -1.2120 1.1509
H 1.1302 -1.3590 0.4278
P 1.0509 1.0549 2.5994
P 2.6687 0.3211 -1.1132
C 2.1154 1.0667 -2.6885
H 2.8969 0.9386 -3.4482
H 1.1713 0.6175 -3.0263
H 1.9471 2.1347 -2.5056
C 4.4488 0.7147 -1.0818
H 4.9637 0.0230 -0.4043
H 4.8704 0.6495 -2.0928
H 4.5602 1.7353 -0.6991
C 2.7264 -1.4782 -1.5302
H 1.7263 -1.9284 -1.5978
H 3.2368 -1.6153 -2.4949
H 3.2926 -2.0019 -0.7486
C 2.3600 1.7682 3.6467
H 1.9572 1.9892 4.6444
H 3.1929 1.0581 3.7237
H 2.7219 2.6913 3.1773
C -0.3722 2.1625 2.8985
H -1.2802 1.6797 2.5068
H -0.4643 2.3476 3.9761
H -0.1941 3.1034 2.3637
C 0.5415 -0.4569 3.5058
H 1.3093 -1.2287 3.3762
H 0.4195 -0.2250 4.5726
H -0.4064 -0.8157 3.0861
C -0.4821 0.9173 -0.3826
O -0.9474 1.9855 -0.7273
H 2.4797 1.7152 0.2948
O -2.3794 -0.0268 1.4865
C -2.3363 -0.3948 0.3047
N -1.1704 -0.3400 -0.4602
S -1.2550 -1.1881 -2.0735
O -0.9247 -0.2087 -3.0753
O -0.5159 -2.4135 -1.9314
C -2.9749 -1.3726 -1.7858
C -3.8648 -1.8477 -2.7476
C -5.2342 -1.8244 -2.4535
C -5.6836 -1.3409 -1.2131
C -4.7747 -0.9109 -0.2476
C -3.4060 -0.9321 -0.5395
H -3.4754 -2.2100 -3.6945
H -5.9485 -2.1729 -3.1983
H -6.7557 -1.3004 -1.0122
H -5.0855 -0.5373 0.7286
```